1.
ORCA calculation (ωB97M-V/def2-TZVPD) on C21H19F4N7 as an isolated structure at a distorted geometry.

The geometry in XYZ format:
```
51
Properties=species:S:1:pos:R:3:forces:R:3:nbo_charge:R:1
F -5.5783 -1.2328 1.4232 2.7 1.7 -2.5 -0.4056
F -5.6293 -0.1947 -1.4366 -1.4 -1.7 0.9 -0.3021
F -5.0853 1.7426 -1.3850 0.8 4.1 -3.0 -0.3290
F -6.4534 1.2889 0.0789 -0.6 -1.5 0.5 -0.3024
N 1.3292 2.5078 0.1294 -4.6 -3.0 1.7 -0.3552
N -1.3542 -1.2859 -2.1638 2.9 0.7 -3.8 -0.5211
N 0.6630 0.3693 0.8074 -3.5 3.1 1.2 -0.4720
N -1.3703 -3.3059 0.4137 -8.4 -8.3 9.1 -0.2261
N 1.0470 -0.6265 -2.0933 -3.3 -2.2 -4.2 -0.5494
N 2.3259 -1.3029 -0.5436 6.3 -0.3 3.7 -0.3734
N -2.0476 -2.8321 -0.4926 2.7 3.0 -4.6 -0.3328
C -2.9353 0.9592 0.0694 9.7 3.6 -1.1 -0.1734
C 3.3071 -0.2336 1.4259 6.2 -4.2 10.8 -0.4913
C -3.1872 -1.0838 2.1002 -2.1 2.1 -7.5 -0.1682
C -0.2538 -2.9882 0.6807 5.7 3.6 -3.9 -0.0126
C 2.5669 -1.3016 1.0070 0.2 -9.7 -5.2 -0.2046
C -1.9887 -0.4225 1.7199 -2.1 -3.9 4.2 -0.2158
C 1.9956 3.6566 -0.1932 -1.7 2.0 -8.4 -0.3739
C 0.0521 -2.1224 -0.5556 6.8 -2.9 5.4 -0.2371
C -5.4138 0.7951 -0.5899 3.0 1.5 0.7 0.9937
C -1.0759 -2.1517 -1.1387 -5.0 5.6 -7.5 0.3071
C -4.2312 -0.6706 0.9012 0.1 -1.9 8.7 0.3841
C 1.2204 -1.5722 -1.1013 -3.8 4.3 -1.9 0.4308
C -1.8354 0.4701 0.7938 2.0 5.1 -3.3 -0.0262
C 2.9930 0.8504 0.8301 0.4 11.7 -9.4 -0.1786
C -0.0253 2.5364 0.1025 3.9 -12.9 5.2 -0.0393
C 3.6089 0.5523 -0.7759 -2.2 14.7 1.6 -0.3773
C 3.5207 -0.5816 -1.3699 2.2 -6.9 18.0 -0.0865
C -4.0903 0.5975 0.2262 -12.7 -8.9 2.2 -0.1959
C -0.4572 1.1833 0.6188 -0.9 1.0 -2.1 0.1038
C -0.1791 -0.6938 -2.8194 0.4 -9.1 14.3 0.2890
C 1.5742 1.2401 0.6786 5.7 0.9 -1.2 0.3735
H 4.5236 -1.2447 -0.8376 -2.4 1.1 -1.7 0.1239
H 4.5474 1.0477 -0.7589 1.3 -0.1 0.1 0.2139
H 1.6164 -1.5902 1.3313 -1.1 0.6 1.3 0.2553
H 2.4419 3.5863 -1.3523 -0.3 0.0 3.2 0.2026
H -1.2336 -0.6595 2.3747 2.3 -0.3 1.1 0.2167
H 3.4100 -0.9179 -2.1305 -2.0 -5.6 -17.1 0.1625
H -0.6611 3.1143 -0.1628 -6.9 8.1 -3.5 0.1773
H 2.5939 3.9397 0.5056 4.5 1.7 3.9 0.1962
H 3.0212 1.4535 -1.5157 1.1 -2.4 2.0 0.1789
H 4.4687 -0.3866 1.5528 -2.0 0.0 -0.9 0.2281
H -2.7150 1.7278 -0.5924 0.3 1.4 -1.3 0.2265
H 0.2838 -3.3492 1.4868 1.1 -0.7 1.3 0.2006
H 3.0760 -0.1207 2.5412 0.1 -0.3 -0.7 0.2332
H -0.3045 -0.0366 -3.4228 -1.8 7.6 -7.8 0.1331
H -2.9795 -2.8211 -0.7761 -1.8 -0.8 0.3 0.4272
H 3.2173 -2.2935 1.1700 -1.2 1.8 -0.1 0.1976
H 1.3112 4.5722 -0.3986 0.5 -1.8 0.8 0.2249
H 3.6033 1.8495 0.9736 -1.0 -2.1 0.5 0.2233
H -3.2337 -2.0181 2.6634 -0.3 0.6 0.0 0.2461
```
Forces are in eV/Å.

The calculated total energy comes out at -1593.658424 Ha. The HOMO-LUMO gap comes out at 7.430 eV. The value obtained for the HOMO energy is -7.713 eV.

=====

2.
ORCA calculation (ωB97M-V/def2-TZVPD) on C21H19F6N3O3S2Ti as an isolated structure at a distorted geometry.

The geometry in XYZ format:
```
55
Properties=species:S:1:pos:R:3:forces:R:3:nbo_charge:R:1
Ti 0.2743 0.0431 0.0882 -0.5 -1.4 -0.5 1.3588
S -0.2814 -1.7348 -1.5480 0.3 0.0 0.2 -0.1972
S -1.3779 -1.2542 1.3074 0.1 0.1 0.0 -0.1893
F 3.9285 -0.9226 -2.5513 0.0 0.0 0.0 -0.3218
F 3.8374 3.0580 -1.3884 0.0 0.0 0.0 -0.3328
F 4.5905 -0.3635 -0.5820 0.0 0.0 0.1 -0.3164
F 1.8733 2.8319 -0.5285 0.0 0.0 0.0 -0.3096
F 5.0844 0.8786 -2.2788 0.0 0.1 0.0 -0.3367
F 3.5803 1.9589 0.4598 0.0 0.0 -0.1 -0.3164
O 1.9495 0.0547 -0.8499 -0.1 0.4 0.1 -0.7755
O -3.2272 4.3220 0.7324 0.0 0.0 -0.1 -0.6477
O -0.7562 1.3120 -0.9240 -0.1 0.3 0.0 -0.7242
N -0.3078 1.4959 1.3862 -0.1 0.6 0.2 -0.3949
N 1.4661 -0.2033 1.8782 0.1 0.1 -0.1 -0.5196
N -1.2597 2.4267 0.9905 0.4 -0.4 0.2 -0.3412
C -1.4361 2.2316 -0.2727 -0.2 0.1 -0.5 0.5330
C 3.0304 2.1910 -0.7417 0.0 0.0 0.0 0.9537
C 1.9195 0.5672 4.1121 0.0 -0.1 0.0 -0.2241
C 4.1092 0.1222 -1.7303 0.0 0.0 -0.1 0.9637
C 1.1944 0.6488 2.9046 -0.1 0.2 0.1 0.1218
C 3.1517 -1.2688 3.1766 0.0 0.0 0.0 -0.3137
C -1.8610 -3.9977 -1.7247 0.0 -0.1 -0.1 -0.6323
C -3.3412 3.3768 -3.3092 0.0 0.0 0.1 -0.2611
C -3.2549 4.0024 -0.5906 0.0 0.1 0.1 0.4113
C 2.4245 -1.1290 2.0212 -0.1 0.1 0.0 0.0988
C 2.7776 0.8905 -1.5463 0.0 -0.2 0.2 0.1156
C 2.1853 1.2505 -2.9048 0.1 0.1 -0.2 -0.6358
C 0.1927 1.5973 2.6108 0.1 -0.2 0.0 -0.0058
C -2.4752 2.7172 -2.4519 0.0 0.0 -0.1 -0.1434
C 2.8853 -0.3905 4.2462 0.0 0.0 0.0 -0.1837
C -2.8686 -3.5697 1.0979 -0.1 -0.1 0.1 -0.6396
C -4.1278 4.6683 -1.4489 0.0 0.0 0.0 -0.3318
C -4.1728 4.3615 -2.7971 0.0 0.0 -0.1 -0.1918
C -1.8807 -2.6702 0.4003 0.1 0.2 0.0 -0.1930
C -2.4058 3.0098 -1.0896 0.2 -0.1 0.1 -0.1829
C -1.4250 -2.8603 -0.8462 0.0 0.1 0.1 -0.1942
H 2.5942 -1.7566 1.1548 0.0 0.0 0.0 0.2199
H 2.0004 0.3323 -3.4575 0.0 0.0 0.0 0.2406
H 1.2317 1.7499 -2.7396 0.0 0.0 0.0 0.2435
H -1.0104 -4.4574 -2.2324 0.0 0.0 0.0 0.2114
H -2.5422 -3.6475 -2.5068 0.0 0.0 0.0 0.2067
H -2.9060 -3.3407 2.1625 0.0 0.0 0.0 0.2200
H -4.7763 5.4375 -1.0409 0.0 0.0 0.0 0.1936
H 1.7000 1.2647 4.9098 0.0 0.0 0.0 0.2094
H -3.8843 -3.4502 0.7074 0.0 0.0 0.0 0.2024
H -2.3803 -4.7733 -1.1603 0.0 0.0 0.0 0.1994
H -0.1285 2.3728 3.2929 0.0 0.0 0.0 0.2005
H 2.8419 1.9007 -3.4847 0.0 0.0 0.0 0.2151
H 3.4472 -0.4658 5.1691 0.0 0.0 0.0 0.2040
H -3.9017 4.9905 0.8869 0.0 0.0 0.0 0.4658
H -1.8300 1.9315 -2.8198 0.0 0.0 0.0 0.2436
H 3.9134 -2.0321 3.2408 0.0 0.0 0.0 0.2126
H -2.6057 -4.6264 1.0012 0.0 0.0 0.0 0.1998
H -4.8620 4.8944 -3.4410 0.0 0.0 0.0 0.2030
H -3.3661 3.1160 -4.3584 0.0 0.0 0.0 0.2084
```
Forces are in eV/Å.

The energy relative to the best compared isomer or geometry (same formula, charge and spin) is 71.9 kJ/mol. The calculated total energy comes out at -3446.920765 Ha. As for the net charge: -1. As for the multiplicity: 2. The HOMO-LUMO gap (spin up / spin down) comes out at 5.845 / 5.942 eV. The value obtained for the HOMO energy (spin up / spin down) is -3.210 / -3.698 eV.

=====

- Which value of calculated total energy does entry 2 give?
  -3446.920765 Ha

=====

- What is the calculated total energy in the first record?
  -1593.658424 Ha

=====

- The lowest calculated total energy belongs to which entry?
  C21H19F6N3O3S2Ti